Entry 1:
This record from the OMol25 dataset describes a molecular structure, C3H5NOS in a non-equilibrium geometry. The level of theory is wB97M-V/def2-TZVPD.

```
11
Properties=species:S:1:pos:R:3:forces:R:3
C 0.076 -1.214 2.451 2.4 1.8 -2.7
C 0.754 -0.612 1.603 -1.8 -0.3 1.2
C -0.308 0.684 -1.003 1.7 -0.9 0.2
N -0.826 -0.313 -1.800 0.7 0.3 -0.1
O 1.748 1.827 0.932 -0.4 1.2 0.4
S 1.522 0.505 0.357 -0.7 -3.0 -0.5
H -0.341 -1.811 3.212 -0.3 -0.2 0.3
H -0.455 -0.712 -2.674 0.1 1.0 1.1
H -0.800 1.023 -0.127 -1.2 0.0 0.2
H 0.205 1.453 -1.511 0.4 0.9 -0.6
H -1.575 -0.831 -1.440 -0.9 -0.8 0.6
```
Positions in Å, forces in eV/Å.

Calculated values
* highest occupied orbital energy: -0.28644 Ha
* LUMO energy: 0.57 eV
* ΔE to the lowest compared entry with this formula, charge and spin: 112.6 kcal per mole
* frontier orbital gap: 0.307 hartree
* max |F|: 3.99 eV/Å
* E: -17560.384 eV

Charges per atom according to Löwdin partitioning, unit e: number 1, C, carries 0.0332; number 2, C, carries -0.3351; number 3, C, carries -0.2230; number 4, N, carries 0.0324; number 5, O, carries -0.5840; number 6, S, carries 0.7836; number 7, H, carries 0.0036; number 8, H, carries 0.1162; number 9, H, carries 0.0590; number 10, H, carries 0.0484; number 11, H, carries 0.0657


Entry 2:
This record from the OMol25 dataset describes C3H5NOS in the gas phase in a non-equilibrium geometry. The level of theory is wB97M-V/def2-TZVPD.

```
11
Properties=species:S:1:pos:R:3:forces:R:3
C 2.262 -0.747 -1.433 0.0 -0.3 -2.0
C -0.827 0.691 0.564 0.9 0.5 -0.5
C 0.566 0.093 0.498 -1.6 1.1 0.1
N 1.590 0.686 0.950 -1.3 0.2 0.0
O 2.757 0.065 0.862 3.2 -1.2 1.0
S 3.258 -1.220 -0.376 -1.0 1.8 1.7
H 2.189 -1.224 -2.382 0.0 -0.4 -0.8
H -1.081 0.831 1.589 -0.4 0.2 0.9
H -1.615 0.071 0.079 0.8 0.6 0.2
H -0.692 1.692 0.110 -0.8 -0.4 0.1
H 0.615 -0.722 -0.128 0.2 -2.0 -0.5
```
Positions in Å, forces in eV/Å.

Calculated values
* highest occupied orbital energy: -0.31501 Ha
* LUMO energy: -0.37 eV
* ΔE to the lowest compared entry with this formula, charge and spin: 147.9 kcal per mole
* frontier orbital gap: 0.302 hartree
* max |F|: 3.54 eV/Å
* E: -17558.852 eV

Charges per atom according to Löwdin partitioning, unit e: number 1, C, carries -0.4044; number 2, C, carries -0.0603; number 3, C, carries -0.2554; number 4, N, carries -0.0376; number 5, O, carries -0.4749; number 6, S, carries 1.0091; number 7, H, carries -0.0248; number 8, H, carries 0.0537; number 9, H, carries 0.0833; number 10, H, carries 0.0845; number 11, H, carries 0.0269


Entry 3:
This record from the OMol25 dataset describes C3H5NOS in the gas phase in a non-equilibrium geometry. The level of theory is wB97M-V/def2-TZVPD.

```
11
Properties=species:S:1:pos:R:3:forces:R:3
S -1.558 -1.717 -1.303 -0.2 -1.2 -0.4
C -0.632 -0.616 -0.563 0.2 -0.6 -0.7
C 0.864 -0.573 -0.220 -0.5 -1.4 0.7
C 0.714 0.608 0.827 -1.2 -1.9 1.8
O -0.126 1.449 0.137 -2.4 1.2 -0.8
N -1.182 0.522 -0.183 -0.2 1.7 0.0
H 1.398 -0.359 -1.195 -0.3 0.2 1.3
H 1.172 -1.633 0.139 -0.4 2.0 -0.4
H 1.549 1.251 1.103 0.2 -0.6 0.2
H -0.076 0.223 1.775 3.1 0.6 -2.1
H -2.125 0.843 -0.517 1.7 0.0 0.5
```
Positions in Å, forces in eV/Å.

Calculated values
* highest occupied orbital energy: -0.31158 Ha
* LUMO energy: 0.69 eV
* ΔE to the lowest compared entry with this formula, charge and spin: 80.4 kcal per mole
* frontier orbital gap: 0.337 hartree
* max |F|: 3.80 eV/Å
* structure (SMILES): S=C1CCON1
* E: -17561.779 eV

Charges per atom according to Löwdin partitioning, unit e: number 1, S, carries 0.6384; number 2, C, carries -0.9308; number 3, C, carries -0.1139; number 4, C, carries -0.2136; number 5, O, carries -0.1234; number 6, N, carries -0.0218; number 7, H, carries 0.1343; number 8, H, carries 0.1397; number 9, H, carries 0.1181; number 10, H, carries 0.1965; number 11, H, carries 0.1765


Entry 4:
This record from the OMol25 dataset describes C3H5NOS in the gas phase in a non-equilibrium geometry. The level of theory is wB97M-V/def2-TZVPD.

```
11
Properties=species:S:1:pos:R:3:forces:R:3
O -2.250 -0.342 0.283 -1.7 1.3 -0.9
N -1.899 1.077 0.134 2.7 -2.4 1.3
C -0.604 0.928 0.162 -1.9 0.7 0.0
C 0.023 -0.408 -0.152 3.7 0.6 1.2
C 1.255 -0.782 0.797 -2.7 0.8 4.0
S 1.763 -0.107 -0.669 0.9 -0.1 -2.2
H -3.136 -0.273 -0.055 -0.9 -0.7 -0.1
H -0.087 1.832 0.562 0.4 -0.9 -1.1
H -0.257 -1.319 -0.687 -1.1 1.0 0.3
H 1.329 0.119 1.589 -0.1 -2.8 -1.1
H 1.189 -1.878 1.248 0.8 2.4 -1.4
```
Positions in Å, forces in eV/Å.

Calculated values
* highest occupied orbital energy: -0.33061 Ha
* LUMO energy: 0.65 eV
* ΔE to the lowest compared entry with this formula, charge and spin: 109.8 kcal per mole
* frontier orbital gap: 0.355 hartree
* max |F|: 4.88 eV/Å
* structure (SMILES): O/N=C\[C@@H]1CS1
* E: -17560.506 eV

Charges per atom according to Löwdin partitioning, unit e: number 1, O, carries -0.1231; number 2, N, carries 0.0409; number 3, C, carries -0.2103; number 4, C, carries -0.4990; number 5, C, carries -0.5504; number 6, S, carries 0.8177; number 7, H, carries 0.0726; number 8, H, carries 0.1281; number 9, H, carries 0.0984; number 10, H, carries 0.0989; number 11, H, carries 0.1262


Entry 5:
This record from the OMol25 dataset describes C3H5NOS in the gas phase in a non-equilibrium geometry. The level of theory is wB97M-V/def2-TZVPD.

```
11
Properties=species:S:1:pos:R:3:forces:R:3
C -0.336 -1.158 -0.144 -3.8 -3.8 -1.2
N 0.795 -1.549 0.164 2.1 0.3 1.8
S 1.883 -0.332 0.606 2.8 -1.2 -0.8
C 0.801 1.028 0.588 -0.2 -1.1 0.8
O 0.142 1.135 -0.599 -2.1 -0.1 -1.3
C -0.843 0.083 -0.722 1.3 1.2 0.1
H -1.101 -2.069 -0.108 1.1 2.0 -0.5
H 0.229 0.680 1.434 -1.4 0.8 0.4
H 1.303 1.921 0.801 0.8 1.3 0.4
H -1.097 -0.013 -1.769 0.4 -0.3 -0.4
H -1.775 0.274 -0.251 -1.0 0.9 0.8
```
Positions in Å, forces in eV/Å.

Calculated values
* highest occupied orbital energy: -0.31196 Ha
* LUMO energy: 0.84 eV
* ΔE to the lowest compared entry with this formula, charge and spin: 61.1 kcal per mole
* frontier orbital gap: 0.343 hartree
* max |F|: 5.53 eV/Å
* structure (SMILES): C1=NSCOC1
* E: -17562.618 eV

Charges per atom according to Löwdin partitioning, unit e: number 1, C, carries -0.3112; number 2, N, carries -0.2745; number 3, S, carries 0.9122; number 4, C, carries -0.5658; number 5, O, carries -0.1440; number 6, C, carries -0.1736; number 7, H, carries 0.1527; number 8, H, carries 0.0782; number 9, H, carries 0.0825; number 10, H, carries 0.1334; number 11, H, carries 0.1101


Entry 6:
This record from the OMol25 dataset describes C3H5NOS in the gas phase in a non-equilibrium geometry. The level of theory is wB97M-V/def2-TZVPD.

```
11
Properties=species:S:1:pos:R:3:forces:R:3
O 0.916 -1.507 0.284 2.6 0.1 4.2
C 0.011 -0.521 0.677 0.5 3.6 -1.9
C -1.150 -0.198 -0.337 0.0 -0.7 1.0
N -0.290 0.853 -0.918 0.3 -1.8 3.5
C 0.737 0.753 0.021 -0.9 1.3 -2.0
S 2.209 1.548 0.011 -1.5 -1.1 0.6
H 1.756 -1.209 0.958 -2.9 -1.6 -3.1
H -0.322 -0.267 1.690 0.6 -1.2 0.3
H -2.108 0.153 0.324 2.0 -0.9 -2.3
H -1.220 -1.053 -1.064 -0.9 0.8 0.8
H -0.539 1.447 -1.647 0.2 1.4 -1.3
```
Positions in Å, forces in eV/Å.

Calculated values
* highest occupied orbital energy: -0.31430 Ha
* LUMO energy: 0.71 eV
* ΔE to the lowest compared entry with this formula, charge and spin: 69.2 kcal per mole
* frontier orbital gap: 0.340 hartree
* max |F|: 4.95 eV/Å
* structure (SMILES): O[C@@H]1CNC1=S
* E: -17562.268 eV

Charges per atom according to Löwdin partitioning, unit e: number 1, O, carries -0.0729; number 2, C, carries -0.3687; number 3, C, carries -0.1128; number 4, N, carries 0.0133; number 5, C, carries -0.7604; number 6, S, carries 0.5734; number 7, H, carries 0.2009; number 8, H, carries 0.1356; number 9, H, carries 0.1585; number 10, H, carries 0.1261; number 11, H, carries 0.1069


Entry 7:
This record from the OMol25 dataset describes 2 unconnected molecules or ions with the total composition C3H5NOS in a non-equilibrium geometry. The level of theory is wB97M-V/def2-TZVPD.

```
11
Properties=species:S:1:pos:R:3:forces:R:3
C -0.918 0.863 -0.098 -2.0 2.8 1.9
C -0.339 -1.502 0.009 -0.9 3.7 2.0
C 1.463 0.276 0.077 -0.8 -1.3 -0.9
H -0.659 1.844 -0.764 0.0 -2.8 1.5
H -1.120 1.508 1.208 0.0 -2.1 -4.1
H -1.914 0.183 -0.556 3.1 3.0 1.7
H 0.512 -2.257 0.207 -1.8 0.5 -0.8
H 1.629 1.290 -0.181 -0.4 1.2 0.4
N 0.146 -0.127 0.187 0.6 0.5 -1.7
O -1.562 -1.413 -0.046 1.6 -4.8 -0.3
S 2.763 -0.665 -0.044 0.6 -0.7 0.4
```
Positions in Å, forces in eV/Å.

Calculated values
* highest occupied orbital energy: -0.33065 Ha
* LUMO energy: -0.44 eV
* ΔE to the lowest compared entry with this formula, charge and spin: 97.4 kcal per mole
* frontier orbital gap: 0.314 hartree
* max |F|: 5.11 eV/Å
* E: -17561.044 eV

Charges per atom according to Löwdin partitioning, unit e: number 1, C, carries -0.1119; number 2, C, carries -0.1806; number 3, C, carries -0.7052; number 4, H, carries 0.0963; number 5, H, carries 0.1779; number 6, H, carries 0.1487; number 7, H, carries 0.1398; number 8, H, carries 0.0382; number 9, N, carries -0.2265; number 10, O, carries -0.0327; number 11, S, carries 0.6561


Entry 8:
This record from the OMol25 dataset describes C3H5NOS2 in the gas phase in a non-equilibrium geometry. The level of theory is wB97M-V/def2-TZVPD.

```
12
Properties=species:S:1:pos:R:3:forces:R:3
C 0.851 1.982 0.899 0.0 -1.2 0.6
S -0.363 0.862 0.198 0.0 0.3 -0.2
C 0.559 -0.573 -0.073 -0.1 -0.6 0.6
S 2.134 -0.788 0.406 -0.9 0.0 -0.5
C -0.222 -1.753 -0.616 0.1 1.1 0.0
N -1.434 -1.848 -1.006 1.3 -0.8 0.2
O -2.128 -0.703 -0.917 0.2 0.9 0.2
H 1.745 1.836 0.320 0.6 0.1 -0.1
H 0.464 2.976 0.725 -0.1 0.2 0.5
H 1.040 1.656 1.957 -0.1 0.8 -0.9
H 0.331 -2.651 -0.708 0.5 -0.7 0.0
H -2.977 -0.995 -1.184 -1.5 0.0 -0.4
```
Positions in Å, forces in eV/Å.

Calculated values
* highest occupied orbital energy: -0.32319 Ha
* LUMO energy: -0.71 eV
* ΔE to the lowest compared entry with this formula, charge and spin: 57.5 kcal per mole
* frontier orbital gap: 0.297 hartree
* max |F|: 1.60 eV/Å
* structure (SMILES): CSC(=S)/C=N\O
* E: -28397.735 eV

Charges per atom according to Löwdin partitioning, unit e: number 1, C, carries -0.4138; number 2, S, carries 0.9131; number 3, C, carries -1.0480; number 4, S, carries 0.6590; number 5, C, carries -0.2403; number 6, N, carries -0.0121; number 7, O, carries -0.1132; number 8, H, carries -0.0080; number 9, H, carries 0.0307; number 10, H, carries 0.0609; number 11, H, carries 0.0829; number 12, H, carries 0.0888


Entry 9:
This record from the OMol25 dataset describes C3H5NOS2 in the gas phase in a non-equilibrium geometry. The level of theory is wB97M-V/def2-TZVPD.

```
12
Properties=species:S:1:pos:R:3:forces:R:3
S 2.598 0.042 -0.004 -1.1 2.0 0.7
N 1.233 -0.950 0.014 1.0 -0.3 -0.2
C 0.069 -0.528 -0.061 -1.2 1.5 0.3
O -0.991 -1.345 -0.203 -0.7 -0.9 0.3
C -2.240 -0.804 0.281 0.2 1.4 -1.3
C -2.212 0.692 -0.190 0.2 -0.2 -0.2
S -0.457 1.201 0.042 -0.5 -0.7 0.0
H 2.056 1.393 0.382 0.8 -2.4 -0.7
H -2.313 -0.856 1.354 0.3 0.0 0.5
H -3.104 -1.365 -0.137 0.9 0.2 -0.1
H -2.841 1.355 0.415 0.1 -0.3 -0.1
H -2.447 0.837 -1.271 0.0 -0.4 0.9
```
Positions in Å, forces in eV/Å.

Calculated values
* highest occupied orbital energy: -0.31316 Ha
* LUMO energy: 0.55 eV
* ΔE to the lowest compared entry with this formula, charge and spin: 31.1 kcal per mole
* frontier orbital gap: 0.333 hartree
* max |F|: 2.59 eV/Å
* structure (SMILES): S/N=C1/OCCS1
* E: -28398.880 eV

Charges per atom according to Löwdin partitioning, unit e: number 1, S, carries 0.6615; number 2, N, carries -0.3845; number 3, C, carries -0.7975; number 4, O, carries -0.0769; number 5, C, carries -0.1891; number 6, C, carries -0.4100; number 7, S, carries 0.8972; number 8, H, carries -0.1034; number 9, H, carries 0.1121; number 10, H, carries 0.1340; number 11, H, carries 0.0728; number 12, H, carries 0.0837


Entry 10:
This record from the OMol25 dataset describes C3H5NOS2 in the gas phase in a non-equilibrium geometry. The level of theory is wB97M-V/def2-TZVPD.

```
12
Properties=species:S:1:pos:R:3:forces:R:3
S -2.587 0.225 0.082 -1.5 -1.2 -0.6
N -1.259 -0.835 -0.176 1.3 1.9 0.8
C -0.133 -0.212 -0.108 0.0 -1.9 -0.7
O 0.146 1.117 -0.283 -0.8 -0.3 0.4
C 1.404 1.447 0.255 2.6 -0.3 2.1
C 2.389 0.271 -0.203 0.1 0.1 2.1
S 1.346 -1.206 0.136 -0.1 0.9 -0.1
H -3.584 -0.771 -0.072 1.3 1.2 0.2
H 1.370 1.440 1.420 -0.1 -0.1 -1.9
H 1.773 2.484 0.002 -0.8 -1.2 -0.4
H 3.455 0.154 0.234 -2.1 0.5 -0.1
H 2.530 0.272 -1.235 0.2 0.4 -1.9
```
Positions in Å, forces in eV/Å.

Calculated values
* highest occupied orbital energy: -0.30105 Ha
* LUMO energy: 0.64 eV
* ΔE to the lowest compared entry with this formula, charge and spin: 37.9 kcal per mole
* frontier orbital gap: 0.325 hartree
* max |F|: 3.36 eV/Å
* structure (SMILES): S/N=C1\OCCS1
* E: -28398.587 eV

Charges per atom according to Löwdin partitioning, unit e: number 1, S, carries 0.6854; number 2, N, carries -0.3644; number 3, C, carries -0.8083; number 4, O, carries -0.1146; number 5, C, carries -0.2334; number 6, C, carries -0.4077; number 7, S, carries 0.9308; number 8, H, carries -0.1105; number 9, H, carries 0.1441; number 10, H, carries 0.1358; number 11, H, carries 0.1123; number 12, H, carries 0.0306